Molecular formula: C39H104O13
Method: DFT, ωB97M-V/def2-TZVPD

Last column: Löwdin charge in e.
CARTESIAN COORDINATES (ANGSTROEM)
C  0.038  -2.269  2.953  -0.04
C  0.820  -3.564  2.808  -0.50
C  0.251  -4.711  3.706  -0.03
O  0.783  -3.961  1.470  -0.05
H  0.767  -1.464  2.864  0.05
H  -0.293  -2.202  3.990  0.08
H  -0.895  -2.322  2.392  0.08
H  1.872  -3.448  3.068  0.10
H  -0.759  -4.414  3.990  0.07
H  0.774  -4.773  4.660  0.07
H  0.289  -5.709  3.269  0.08
H  1.103  -3.180  1.013  0.06
C  -5.192  1.808  0.384  -0.03
C  -6.039  2.820  -0.415  -0.51
C  -7.560  2.876  -0.151  -0.04
O  -5.494  4.056  -0.180  -0.03
H  -4.131  1.822  0.136  0.06
H  -5.369  0.746  0.210  0.07
H  -5.312  2.060  1.437  0.09
H  -5.971  2.573  -1.474  0.11
H  -7.847  2.977  0.896  0.08
H  -8.006  1.909  -0.385  0.06
H  -8.187  3.557  -0.725  0.08
H  -4.991  3.992  0.635  0.09
C  3.345  -0.381  -2.534  -0.02
C  4.628  -0.348  -3.403  -0.48
C  5.203  1.024  -3.608  -0.05
O  5.569  -1.101  -2.711  -0.08
H  3.517  -0.145  -1.484  0.04
H  2.854  -1.355  -2.533  0.07
H  2.877  0.553  -2.845  0.08
H  4.604  -0.909  -4.337  0.14
H  5.404  1.653  -2.741  0.09
H  4.528  1.581  -4.257  0.08
H  6.110  0.856  -4.189  0.08
H  6.342  -1.178  -3.276  0.10
C  0.181  1.948  3.028  -0.06
C  -0.673  3.180  3.198  -0.48
C  -1.041  3.442  4.714  -0.04
O  -0.044  4.338  2.679  -0.05
H  -0.455  1.063  3.015  0.07
H  0.985  1.786  3.746  0.07
H  0.605  1.985  2.024  0.06
H  -1.635  2.914  2.759  0.12
H  -1.842  2.760  5.001  0.07
H  -1.304  4.491  4.846  0.07
H  -0.133  3.240  5.282  0.07
H  -0.066  4.329  1.719  0.02
C  1.625  5.750  0.178  -0.05
C  0.726  4.905  -0.678  -0.43
C  1.237  3.442  -0.798  -0.03
O  -0.473  4.909  0.124  -0.10
H  1.864  5.265  1.124  0.08
H  1.246  6.760  0.338  0.09
H  2.600  5.749  -0.308  0.08
H  0.357  5.390  -1.582  0.13
H  1.938  3.439  -1.633  0.08
H  0.491  2.704  -1.095  0.05
H  1.695  3.184  0.157  0.07
H  -1.164  4.435  -0.345  0.04
C  4.329  1.619  0.631  -0.04
C  5.639  2.031  1.296  -0.50
C  5.619  3.347  2.023  -0.03
O  6.192  0.968  2.066  -0.03
H  4.577  0.763  0.005  0.05
H  3.966  2.391  -0.047  0.07
H  3.549  1.329  1.336  0.08
H  6.276  2.141  0.418  0.13
H  6.572  3.768  2.344  0.08
H  5.025  3.053  2.888  0.07
H  5.095  4.128  1.472  0.08
H  5.901  0.202  1.565  0.04
C  -7.144  -0.424  -2.414  -0.05
C  -6.213  -1.503  -3.001  -0.40
C  -4.720  -0.999  -2.936  -0.03
O  -6.321  -2.696  -2.183  -0.08
H  -7.346  0.411  -3.085  0.08
H  -6.666  0.023  -1.542  0.05
H  -8.086  -0.865  -2.087  0.08
H  -6.470  -1.894  -3.985  0.13
H  -3.927  -1.472  -3.516  0.08
H  -4.370  -1.031  -1.905  0.07
H  -4.660  0.011  -3.343  0.06
H  -7.236  -2.977  -2.104  0.09
C  -1.601  -4.290  -4.403  -0.09
C  -0.670  -4.000  -3.302  -0.49
C  0.730  -3.594  -3.818  -0.02
O  -1.326  -3.022  -2.532  -0.06
H  -1.709  -3.489  -5.135  0.09
H  -2.596  -4.567  -4.055  0.08
H  -1.344  -5.158  -5.011  0.08
H  -0.606  -4.998  -2.870  0.14
H  1.281  -3.084  -3.029  0.06
H  0.571  -2.887  -4.632  0.08
H  1.287  -4.504  -4.041  0.08
H  -1.931  -3.544  -2.000  0.06
C  0.987  -0.275  -0.083  -0.04
C  -0.435  -0.504  -0.578  -0.48
C  -1.407  0.555  -0.197  -0.06
O  -0.482  -0.567  -1.993  -0.05
H  1.722  -1.058  -0.268  0.05
H  0.983  -0.109  0.995  0.05
H  1.376  0.599  -0.605  0.06
H  -0.790  -1.436  -0.139  0.12
H  -1.902  0.409  0.762  0.08
H  -2.186  0.476  -0.955  0.06
H  -1.186  1.618  -0.303  0.06
H  -0.974  -1.352  -2.241  0.03
C  4.028  -2.877  0.502  -0.04
C  5.547  -2.614  0.656  -0.42
C  6.392  -3.454  -0.257  -0.06
O  5.667  -1.306  0.152  -0.10
H  3.839  -3.936  0.678  0.08
H  3.586  -2.762  -0.488  0.07
H  3.348  -2.236  1.065  0.05
H  5.894  -2.684  1.687  0.14
H  6.626  -3.083  -1.254  0.07
H  6.062  -4.415  -0.651  0.08
H  7.319  -3.861  0.147  0.08
H  5.499  -1.263  -0.792  0.04
C  -3.844  -2.830  0.859  -0.07
C  -3.512  -4.151  0.271  -0.44
C  -4.484  -5.315  0.837  -0.03
O  -3.678  -3.995  -1.126  -0.07
H  -3.743  -2.819  1.944  0.09
H  -4.781  -2.372  0.540  0.09
H  -2.999  -2.235  0.514  0.06
H  -2.451  -4.370  0.383  0.14
H  -4.246  -5.800  1.784  0.06
H  -4.438  -6.139  0.125  0.06
H  -5.535  -5.023  0.834  0.07
H  -4.431  -3.460  -1.385  0.05
C  -3.267  2.477  -3.220  -0.02
C  -2.282  3.506  -2.620  -0.54
C  -2.423  4.845  -3.156  -0.06
O  -2.477  3.599  -1.279  -0.05
H  -4.276  2.883  -3.159  0.08
H  -3.215  1.531  -2.680  0.05
H  -3.072  2.317  -4.281  0.09
H  -1.250  3.231  -2.836  0.14
H  -2.414  4.882  -4.246  0.09
H  -1.682  5.515  -2.720  0.08
H  -3.432  5.171  -2.905  0.10
H  -3.402  3.734  -1.058  0.08
C  3.573  -0.918  3.668  -0.05
C  3.605  -0.058  4.983  -0.38
C  4.450  -0.705  6.150  -0.05
O  4.411  1.089  4.571  -0.09
H  4.545  -0.899  3.175  0.07
H  2.935  -0.364  2.980  0.06
H  3.203  -1.938  3.767  0.06
H  2.624  0.239  5.354  0.12
H  3.895  -1.588  6.465  0.07
H  4.580  0.091  6.883  0.07
H  5.472  -1.011  5.929  0.07
H  4.506  0.997  3.620  0.02

Forces on the atoms, in the same order (eV/Å):
C 0.6 -0.6 1.8
C -0.4 -1.3 1.2
C 0.0 0.9 0.0
O -0.1 -0.4 -1.0
H -0.7 0.5 -0.8
H 0.0 0.1 0.3
H 0.4 0.5 -0.6
H 0.1 0.3 0.3
H -0.3 -0.5 -0.2
H 0.3 0.1 0.0
H -0.1 0.2 -0.3
H 0.0 -0.1 -0.7
C -0.5 -0.4 -0.1
C -1.2 -1.6 -0.3
C -0.4 -1.5 0.6
O 1.2 1.9 -0.1
H 0.1 0.8 -0.2
H -0.8 0.0 0.2
H 0.1 -0.3 0.2
H 0.4 0.1 -0.3
H 0.4 0.4 0.2
H 0.2 -0.4 -0.2
H 0.8 0.5 -0.2
H 0.0 0.3 0.2
C 1.2 0.9 -0.7
C -0.5 -0.3 1.4
C -0.4 0.4 -1.3
O 1.5 -1.3 1.5
H 0.8 -0.2 0.0
H -0.5 0.5 -0.6
H -1.4 -0.7 -0.3
H -1.2 0.6 -0.6
H 0.0 -0.5 0.3
H 0.0 0.2 -0.1
H 0.3 0.4 0.1
H 0.3 -0.1 0.2
C 0.0 -0.6 -0.6
C -0.2 0.4 1.8
C 1.0 -0.2 -1.5
O -0.2 -0.5 1.3
H 0.0 -0.2 0.3
H 0.0 0.3 0.1
H 0.2 0.0 -0.1
H -0.2 0.6 -0.8
H 0.0 0.1 0.2
H -0.2 -0.2 0.0
H -0.1 0.0 0.3
H -0.4 0.1 -0.6
C 1.6 -0.1 -0.8
C -1.7 -0.8 1.6
C 0.0 1.3 -0.9
O -0.2 -0.2 0.3
H -0.6 0.0 0.2
H 0.1 -0.2 -0.1
H 0.2 0.6 -0.2
H 1.0 -0.1 -0.6
H 0.6 -0.2 0.2
H -0.3 0.3 0.3
H 0.1 -0.2 -0.2
H -0.5 -0.3 -0.2
C 0.2 -0.1 0.1
C 0.9 0.4 -2.0
C -0.8 -0.6 0.9
O -0.7 0.6 0.4
H -0.3 -0.1 0.2
H -0.1 0.2 0.2
H -0.2 0.1 0.1
H 0.6 0.1 -0.2
H 0.1 -0.5 -0.1
H 0.0 0.9 0.6
H -0.1 -0.2 -0.1
H 0.4 -0.8 -0.2
C 0.4 -0.2 -0.3
C 0.9 -0.3 0.6
C -0.7 -0.1 -0.4
O 0.9 0.2 0.5
H 0.0 -0.2 -0.3
H 0.0 -0.2 0.1
H -0.1 0.0 -0.1
H -0.1 0.8 -0.4
H -0.5 -0.9 -0.1
H -0.2 0.3 0.2
H -0.4 0.3 0.4
H -0.1 0.1 -0.1
C -1.2 -0.8 -2.4
C 0.8 -0.7 -1.2
C -1.0 0.3 1.2
O 0.7 -0.2 0.9
H 0.0 0.4 0.2
H -0.1 0.3 0.4
H 0.6 -0.2 0.0
H 0.3 0.3 1.3
H 0.0 0.1 0.1
H 0.5 -0.2 -0.3
H -0.1 0.2 -0.6
H -0.9 0.3 0.5
C 0.0 0.4 -0.1
C 0.7 -0.3 -0.1
C -1.8 0.9 0.2
O 0.9 0.4 -0.2
H -0.4 -0.4 -0.2
H 0.0 0.3 0.0
H 0.1 0.2 0.2
H -0.1 -0.4 -0.1
H 0.2 0.0 0.3
H -0.4 -0.2 0.1
H 0.9 -0.1 0.2
H 0.0 -0.5 -0.2
C -0.2 -1.6 0.2
C -2.0 0.3 -2.4
C 1.3 -2.7 -1.1
O 1.0 2.1 1.7
H -0.4 -0.1 0.6
H 0.9 0.3 -0.7
H 0.5 0.0 0.8
H -0.2 0.3 0.0
H 0.1 1.2 0.4
H -1.4 -0.4 0.7
H 0.4 0.8 0.5
H 0.1 -0.3 -0.5
C 1.5 1.0 1.0
C -2.4 -1.3 0.5
C 1.0 0.1 -1.4
O 0.9 -0.9 -1.0
H -0.4 -0.1 0.1
H -0.1 -0.3 0.0
H -0.2 0.8 -0.1
H -0.1 -0.3 0.4
H 0.3 0.6 0.2
H 0.1 0.0 -0.2
H 0.1 0.4 0.1
H -0.5 0.1 0.2
C 0.6 0.5 -0.1
C -0.1 -1.7 -1.9
C -1.1 1.8 -1.4
O 0.5 -0.6 3.0
H -0.2 0.0 0.2
H 0.1 0.1 -0.1
H 0.1 -0.1 0.0
H 0.1 -0.7 0.5
H 0.5 0.0 -0.1
H -0.1 0.1 -0.1
H -0.1 0.5 0.2
H -0.4 0.2 -0.1
C -0.8 0.6 0.9
C 3.5 -0.8 -1.0
C -1.2 0.5 -0.9
O -1.3 0.0 0.7
H 0.2 -0.3 0.4
H -0.4 -0.2 -0.2
H 0.0 0.1 0.1
H 0.0 0.0 -0.1
H 0.1 0.1 0.7
H -0.4 -0.3 0.5
H -0.2 0.0 -0.8
H 0.4 0.3 -0.1

Output
Lowest unoccupied orbital energy: 0.41 eV

***

Molecular formula: C23H48N2O2P2Yb
Method: DFT, ωB97M-V/def2-TZVPD

Last column: Mulliken spin population.
CARTESIAN COORDINATES (ANGSTROEM)
C  2.410  -0.612  -1.741  0.05
N  1.589  -1.133  -0.734  0.13
C  1.895  -2.291  -0.104  0.01
C  3.031  -3.021  -0.383  0.16
C  3.880  -2.534  -1.410  -0.03
C  3.579  -1.375  -2.076  0.19
Yb  0.000  0.000  0.000  1.04
C  0.839  -2.767  0.859  0.00
N  0.090  -1.646  1.513  -0.01
C  0.876  -1.069  2.650  0.00
C  1.993  -0.138  2.192  0.00
C  2.046  0.593  -2.325  0.38
P  0.552  1.355  -1.759  0.01
C  -0.668  1.356  -3.214  0.04
C  -0.259  2.314  -4.343  0.00
C  1.025  3.136  -1.308  0.04
C  -0.204  4.041  -1.135  0.00
C  1.750  3.021  0.046  0.00
C  2.010  3.758  -2.313  0.00
C  -0.650  -0.080  -3.772  0.02
C  -2.094  1.673  -2.734  0.00
C  -1.209  -2.151  2.064  0.00
C  -2.204  -2.618  1.011  0.00
H  3.246  -3.942  0.147  0.00
H  4.777  -3.089  -1.673  0.00
H  4.227  -1.002  -2.863  0.00
H  2.640  0.991  -3.141  -0.03
H  2.165  4.000  0.323  0.00
H  1.056  2.708  0.833  0.00
H  2.574  2.302  -0.014  -0.01
H  2.309  4.750  -1.948  0.00
H  2.911  3.145  -2.404  0.00
H  1.575  3.887  -3.306  0.00
H  0.115  5.001  -0.709  0.00
H  -0.694  4.252  -2.090  0.00
H  -0.938  3.599  -0.455  0.00
H  -0.916  2.149  -5.207  0.00
H  -0.357  3.363  -4.051  0.00
H  0.771  2.134  -4.670  0.00
H  0.334  -0.337  -4.174  -0.02
H  -0.899  -0.809  -2.994  0.00
H  -1.396  -0.158  -4.574  0.00
H  -2.183  2.678  -2.316  0.00
H  -2.783  1.600  -3.585  0.00
H  -2.410  0.957  -1.971  0.00
H  0.102  -3.339  0.288  0.01
H  1.266  -3.431  1.624  0.00
H  0.164  -0.502  3.255  0.00
H  1.273  -1.887  3.271  0.00
H  -1.639  -1.313  2.617  0.00
H  -0.994  -2.957  2.784  0.00
H  -3.162  -2.821  1.500  0.00
H  -2.346  -1.836  0.260  0.00
H  -1.891  -3.537  0.507  0.00
H  2.446  0.343  3.065  0.00
H  2.772  -0.654  1.629  0.00
H  1.598  0.681  1.564  0.00
H  -1.063  -0.621  -0.958  -0.01
C  -6.155  -2.838  -1.237  0.00
H  -6.467  -3.830  -0.903  0.00
H  -6.383  -2.740  -2.308  0.00
H  -6.725  -2.082  -0.678  0.00
O  -4.750  -2.751  -0.978  0.00
H  -4.448  -1.876  -1.266  0.00
C  -2.302  0.824  3.977  0.00
P  -1.212  1.914  2.928  0.00
C  -2.176  3.467  2.599  0.00
C  0.371  2.439  3.756  0.00
O  -0.980  1.358  1.471  0.00
H  -3.224  0.561  3.419  0.00
H  -2.581  1.388  4.891  0.00
H  -1.774  -0.081  4.324  0.00
H  -2.404  3.966  3.562  0.00
H  -1.571  4.149  1.967  0.00
H  -3.122  3.216  2.077  0.00
H  0.967  1.563  4.048  0.00
H  0.955  3.113  3.100  0.00
H  0.117  2.981  4.690  0.00

Forces on the atoms, in the same order (eV/Å):
C 0.7 -1.9 0.9
N 3.1 -1.7 -1.3
C -0.5 0.7 -0.4
C 0.6 0.3 -0.8
C -0.3 -0.6 0.7
C -0.5 0.9 -0.3
Yb -1.6 1.6 9.6
C -0.2 0.0 0.6
N 0.6 -1.7 1.1
C 0.0 -0.3 -0.2
C 0.1 0.1 0.1
C 0.4 0.0 -0.6
P 0.4 5.5 -5.7
C 0.0 -0.2 -0.6
C 0.1 0.0 0.1
C 0.5 0.2 -0.1
C 0.0 -0.2 -0.1
C 0.0 0.0 -0.1
C -0.1 0.0 0.0
C 0.0 -0.1 0.1
C 0.2 0.1 0.3
C 0.0 -0.2 0.0
C 0.1 0.1 0.2
H 0.0 0.1 -0.1
H -0.2 0.1 0.0
H -0.1 -0.1 0.1
H 0.1 0.0 0.1
H 0.0 -0.2 0.0
H 0.0 0.1 0.0
H 0.1 0.1 0.1
H 0.0 -0.2 -0.1
H 0.0 0.2 0.0
H 0.1 0.0 0.2
H 0.0 -0.2 -0.1
H 0.1 0.0 0.2
H 0.0 0.0 0.0
H 0.1 0.0 0.2
H 0.0 -0.1 -0.1
H -0.1 0.0 0.0
H -0.1 0.0 -0.1
H 0.0 0.1 -0.2
H 0.2 0.0 0.1
H 0.0 -0.1 -0.1
H 0.2 0.0 0.1
H -0.1 0.0 -0.1
H 0.2 0.0 0.0
H 0.0 0.0 -0.2
H 0.1 -0.2 0.0
H -0.1 0.2 -0.1
H 0.0 -0.2 -0.1
H 0.0 0.2 -0.1
H 0.2 0.0 -0.2
H -0.1 -0.2 0.0
H -0.1 0.1 0.0
H 0.1 -0.2 -0.2
H 0.0 0.1 0.2
H 0.4 -0.1 0.5
H -4.2 -2.4 -3.6
C -0.1 -0.1 0.0
H 0.0 0.2 -0.1
H 0.1 0.0 0.2
H 0.1 -0.2 -0.1
O 0.0 0.5 -0.1
H -0.2 -0.4 0.0
C 0.7 0.5 0.1
P -0.8 1.1 -1.9
C 0.3 -0.4 0.7
C -0.8 -0.3 0.3
O 0.3 -0.3 1.9
H 0.6 0.2 0.2
H 0.1 -0.2 -0.5
H -0.3 0.4 -0.3
H 0.0 -0.1 -0.6
H -0.3 -0.5 0.4
H 0.6 0.0 0.3
H -0.2 0.3 -0.2
H -0.4 -0.4 0.2
H 0.0 -0.2 -0.5

Output
Charge: +2
Spin multiplicity: 3
Lowest unoccupied orbital energy (alpha / beta): -5.68 / -7.91 eV

***

Molecular formula: C3H6IN2O
Method: DFT, ωB97M-V/def2-TZVPD

Last column: Löwdin charge in e.
CARTESIAN COORDINATES (ANGSTROEM)
C  -0.727  0.777  -0.910  -0.50
C  0.745  -0.722  -0.739  -0.15
C  0.235  0.347  0.365  -0.67
N  -0.161  -0.128  -1.743  0.13
N  -0.502  -0.152  1.520  0.15
O  -1.558  1.624  -0.839  0.14
I  1.924  1.731  0.757  0.93
H  1.782  -0.721  -0.989  0.09
H  0.609  -1.702  -0.397  0.09
H  -0.164  -0.037  -2.777  0.19
H  -1.282  0.444  2.002  0.23
H  0.126  -0.453  2.363  0.21
H  -1.025  -1.008  1.387  0.16

Forces on the atoms, in the same order (eV/Å):
C 0.6 0.9 2.7
C -0.1 1.4 0.8
C 1.3 0.2 -3.7
N -0.3 0.4 0.0
N -0.4 -0.3 4.4
O -0.2 -0.3 -1.1
I -1.5 -0.8 0.1
H 0.8 0.7 -0.2
H -1.2 -1.8 0.0
H 0.2 -0.6 1.1
H 1.9 -0.2 -1.5
H -0.8 1.0 -1.7
H -0.2 -0.7 -1.0

Output
Charge: +1
Lowest unoccupied orbital energy: -4.39 eV

***

The ΔE to the lowest compared entry with this formula, charge and spin results, record by record, are as follows: 5.080, 3.679, 1.700 eV.